1.
21
Properties=species:S:1:pos:R:3 method="wB97M-V/def2-TZVPD" gap_ev=11.6098 charge=+1 e_lumo_ha=-0.1109 de_lowest_kj_mol=22.4 total_energy_ev=-7365.511 e_homo_ev=-14.63 multiplicity=1
C 1.184 2.319 -1.866
N 0.971 0.867 -1.626
H 2.241 2.562 -1.813
H 0.594 2.888 -1.155
H 0.855 2.591 -2.865
H 0.862 0.372 -2.503
H 1.780 0.440 -1.189
C -0.830 -0.201 1.088
C -0.313 -1.582 0.763
C 0.228 -2.217 2.060
N -1.313 0.543 -0.129
H -1.663 -0.286 1.781
H -0.024 0.393 1.520
H 0.547 -1.593 0.095
H -1.118 -2.191 0.347
H 1.180 -1.754 2.316
H -0.444 -2.097 2.912
H 0.387 -3.287 1.958
H -0.415 0.733 -0.763
H -1.937 -0.070 -0.650
H -1.820 1.394 0.109


2.
42
Properties=species:S:1:pos:R:3 method="wB97M-V/def2-TZVPD" gap_ev=10.0096 e_lumo_ha=-0.0169 de_lowest_kj_mol=301.5 total_energy_ev=-29118.527 e_homo_ev=-10.47 multiplicity=1
O 0.641 0.500 -3.416
H 0.824 0.708 -2.489
H 0.092 1.183 -3.738
O 2.737 3.572 -0.756
H 2.141 3.072 -1.303
H 3.052 2.984 -0.059
O -1.701 0.798 -2.525
H -1.883 1.204 -1.652
H -1.439 -0.137 -2.344
O 2.105 -0.814 0.813
H 1.605 -0.501 1.579
H 1.645 -1.490 0.325
O 3.057 0.624 -4.147
H 3.057 0.180 -3.281
H 2.227 0.979 -4.150
O -0.047 0.962 -0.224
H 0.572 0.836 0.570
H -0.770 1.340 0.282
O 0.797 2.041 2.343
H 1.094 2.624 3.052
H 0.518 2.596 1.659
O -0.261 -2.214 -2.277
H -0.624 -3.102 -2.131
H 0.694 -2.420 -2.331
O -0.796 -2.190 3.078
H 0.061 -1.743 3.086
H -0.981 -2.707 2.315
O -4.820 1.487 0.735
H -4.992 0.539 0.816
H -4.530 1.640 1.616
O -0.502 -2.024 0.560
H -0.761 -1.180 0.917
H -0.357 -1.845 -0.360
O -2.050 0.559 2.014
H -2.923 0.007 1.796
H -1.943 0.588 2.981
O -3.250 -2.852 0.857
H -2.405 -3.024 0.353
H -3.026 -2.871 1.786
O 4.309 0.314 1.453
H 3.775 -0.478 1.325
H 5.054 0.254 0.875


3.
9
Properties=species:S:1:pos:R:3 method="wB97M-V/def2-TZVPD" gap_ev=9.7681 e_lumo_ha=0.0066 de_lowest_kj_mol=69.0 total_energy_ev=-13775.707 e_homo_ev=-9.59 multiplicity=1
C 0.215 0.541 0.297
C 0.445 -0.651 -0.573
N 0.795 0.799 1.363
O -0.851 -1.169 -1.105
I -1.451 1.828 -0.390
H 0.920 -1.292 0.101
H 0.954 -0.407 -1.458
H 0.295 1.455 1.967
H -1.322 -1.104 -0.203


4.
109
Properties=species:S:1:pos:R:3 method="wB97M-V/def2-TZVPD" gap_ev="4.8851 / 5.3538" charge=+3 e_lumo_ha="-0.3689 / -0.3517" total_energy_ev=-239478.147 e_homo_ev="-14.92 / -14.92" multiplicity=2
Re -1.684 0.343 0.318
O 0.884 7.466 -1.115
N 1.265 6.318 -1.143
O 2.370 5.929 -1.488
C 0.315 5.271 -0.663
C -0.536 5.629 0.303
C -1.410 4.650 0.884
C -2.342 4.959 1.897
C -3.142 3.966 2.398
C -2.987 2.663 1.926
N -2.096 2.339 0.985
C -1.335 3.339 0.447
C -0.455 2.981 -0.609
N -0.508 1.677 -1.024
C 0.216 1.303 -2.077
C 1.020 2.214 -2.762
C 1.111 3.512 -2.330
C 0.362 3.931 -1.205
H -0.553 6.658 0.653
H -2.419 5.980 2.266
H -3.883 4.166 3.165
H -3.585 1.857 2.328
H 0.150 0.262 -2.384
H 1.568 1.888 -3.636
H 1.745 4.215 -2.851
C -4.749 3.413 -3.058
C -4.712 2.088 -2.329
C -5.783 1.197 -2.332
C -5.696 -0.001 -1.651
C -4.542 -0.303 -0.960
Br -4.439 -1.973 -0.125
N -3.491 0.541 -0.911
C -3.606 1.713 -1.609
H -5.502 3.407 -3.844
H -3.785 3.646 -3.516
H -5.001 4.225 -2.370
H -6.691 1.439 -2.882
H -6.508 -0.717 -1.656
H -2.750 2.367 -1.594
C -2.307 -3.701 1.625
Ge -2.016 -2.185 2.793
C -0.155 -2.141 3.368
C -3.155 -2.272 4.339
C -2.446 -0.334 2.086
H -1.787 -4.544 2.090
H -1.925 -3.569 0.609
H -3.368 -3.955 1.577
H -0.037 -2.998 4.040
H 0.080 -1.241 3.952
H 0.587 -2.268 2.570
H -2.910 -3.189 4.881
H -4.209 -2.306 4.053
H -2.986 -1.417 4.998
H -2.016 0.249 2.918
H -3.539 -0.231 2.133
C 2.779 1.424 1.159
C 1.980 1.515 2.471
C 2.412 0.435 3.449
C 2.134 2.898 3.083
N 0.508 1.397 2.231
N 0.175 0.260 1.430
H 3.801 1.779 1.318
H 2.329 2.064 0.381
H 2.884 0.397 0.773
H 3.471 0.547 3.685
H 2.289 -0.574 3.033
H 1.842 0.509 4.382
H 3.164 3.044 3.415
H 1.474 3.019 3.948
H 1.909 3.684 2.347
H 0.210 2.210 1.723
H 0.105 -0.520 2.065
H 0.934 0.045 0.789
Cl 2.265 -0.631 -6.916
C 2.285 -1.568 -5.467
C 2.489 -0.946 -4.251
C 2.504 -1.704 -3.090
C 2.332 -3.082 -3.124
C 2.325 -3.878 -1.841
C 0.932 -4.312 -1.411
N -0.009 -3.168 -1.335
C -0.943 -2.870 -2.323
C -1.607 -1.777 -1.916
N -1.058 -1.373 -0.687
C -0.061 -2.240 -0.395
O 2.841 -3.124 -0.768
C 3.753 -3.955 -0.007
C 4.371 -3.207 1.113
C 4.104 -3.464 2.413
Cl 2.956 -4.593 3.032
S 5.076 -2.555 3.468
C 5.849 -1.762 2.162
C 5.385 -2.197 0.972
C 2.147 -3.678 -4.363
Cl 1.919 -5.392 -4.477
C 2.118 -2.937 -5.536
H 2.672 0.122 -4.232
H 2.718 -1.238 -2.129
H 2.884 -4.804 -1.971
H 1.012 -4.776 -0.431
H 0.496 -5.025 -2.102
H -1.072 -3.493 -3.201
H -2.423 -1.257 -2.397
H 0.584 -2.243 0.473
H 4.523 -4.325 -0.684
H 3.214 -4.814 0.392
H 6.636 -1.040 2.349
H 5.774 -1.856 0.015
H 1.981 -3.428 -6.494


5.
16
Properties=species:S:1:pos:R:3 method="wB97M-V/def2-TZVPD" gap_ev=11.2908 e_lumo_ha=0.0323 smiles=C[C@@H]1[C@H](C)[C@@H]1C#N de_lowest_kj_mol=102.0 total_energy_ev=-7857.102 e_homo_ev=-10.41 multiplicity=1
C 1.327 -0.734 0.917
C 1.048 0.141 -0.282
C -0.245 0.065 -1.039
C -1.376 -0.803 -0.532
C 0.095 1.328 -0.275
C -0.749 1.593 0.864
N -1.479 1.756 1.748
H 0.418 -0.970 1.472
H 1.766 -1.682 0.582
H 2.030 -0.261 1.609
H 1.930 0.340 -0.890
H -0.168 0.129 -2.123
H -2.362 -0.441 -0.845
H -1.217 -1.802 -0.935
H -1.410 -0.875 0.559
H 0.391 2.214 -0.830


6.
19
Properties=species:S:1:pos:R:3 method="wB97M-V/def2-TZVPD" gap_ev="5.4871 / 5.6528" charge=-2 e_lumo_ha="0.2556 / 0.2526" de_lowest_kj_mol=316.8 total_energy_ev=-8909.374 e_homo_ev="1.47 / 1.22" multiplicity=2
C -4.005 0.033 0.524
N -3.553 1.302 0.003
C 1.188 -0.092 0.252
C 2.420 -0.325 -0.534
C 3.763 -0.462 0.187
O 4.078 0.611 0.965
C -0.152 0.109 -0.435
H -4.316 0.132 1.577
H -4.919 -0.368 0.021
H -3.287 -0.826 0.511
H -3.650 1.195 -1.012
H 1.214 -0.323 1.313
H 2.004 0.830 -0.025
H 2.384 -0.282 -1.617
H 4.520 -0.596 -0.626
H 3.745 -1.414 0.780
H -0.435 -0.824 -0.951
H -0.950 0.393 0.246
H -0.048 0.907 -1.179


7.
22
Properties=species:S:1:pos:R:3 method="wB97M-V/def2-TZVPD" gap_ev=9.4532 e_lumo_ha=0.0313 smiles=NCC(O)O.CNC de_lowest_kj_mol=69.1 total_energy_ev=-11449.974 e_homo_ev=-8.60 multiplicity=1
C 0.520 -1.984 0.481
C 0.211 -1.612 -0.972
N -1.241 -1.566 -1.099
O 0.144 -3.328 0.658
O -0.164 -1.151 1.360
H 0.195 -3.539 1.597
H -1.044 -1.012 0.971
H 1.592 -1.859 0.698
H -1.613 -2.498 -0.936
H -1.504 -1.287 -2.038
H 0.696 -2.345 -1.630
H 0.610 -0.615 -1.174
C -0.911 1.966 -0.262
C 1.190 2.803 0.566
N 0.469 1.656 0.055
H 0.489 0.910 0.747
H -0.927 2.704 -1.066
H -1.407 1.061 -0.607
H 2.208 2.503 0.809
H -1.474 2.377 0.590
H 0.730 3.248 1.463
H 1.228 3.568 -0.211


8.
49
Properties=species:S:1:pos:R:3 method="wB97M-V/def2-TZVPD" gap_ev=9.0997 charge=+1 e_lumo_ha=-0.1183 total_energy_ev=-61007.662 e_homo_ev=-12.32 multiplicity=1
C 1.412 2.106 -4.745
C 1.385 1.625 -3.337
Cl 2.769 2.073 -2.432
C 0.393 0.890 -2.808
Cl -0.928 0.434 -3.823
C 0.352 0.465 -1.417
N 0.682 1.247 -0.395
C 0.542 0.523 0.700
N 0.828 0.995 1.926
C 0.772 0.229 3.139
C 2.020 -0.602 3.304
O 2.967 -0.541 2.641
F 1.932 -1.426 4.327
C 1.328 2.377 2.006
C 0.264 3.455 2.024
C -0.853 3.270 3.051
F -0.311 3.626 0.775
N 0.090 -0.730 0.395
C -0.218 -1.918 1.151
C -1.573 -1.876 1.873
C -2.624 -0.985 1.380
O -2.656 -2.395 1.178
N -0.004 -0.748 -0.972
C -0.339 -1.895 -1.798
C -1.640 -2.369 -1.891
C -1.828 -3.474 -2.716
C -0.717 -4.009 -3.373
N 0.525 -3.532 -3.294
C 0.711 -2.478 -2.498
H 0.417 2.364 -5.084
H 1.877 1.360 -5.384
H 2.016 3.005 -4.789
H -0.124 -0.370 3.256
H 0.775 0.917 3.980
H 1.876 2.466 2.940
H 2.047 2.564 1.216
H 0.783 4.385 2.251
H -0.918 4.151 3.681
H -0.730 2.411 3.702
H -1.808 3.181 2.545
H -0.237 -2.781 0.497
H 0.513 -2.092 1.932
H -1.532 -2.028 2.942
H -3.359 -0.666 2.100
H -2.453 -0.420 0.480
H -2.468 -1.914 -1.376
H -2.798 -3.924 -2.844
H -0.863 -4.879 -3.999
H 1.708 -2.066 -2.416


9.
135
Properties=species:S:1:pos:R:3 method="wB97M-V/def2-TZVPD" gap_ev=7.3172 e_lumo_ha=-0.0689 smiles="CCCCCCCCCCCCCCCCCCCCC1=CC(=O)C(CCCC)=C(P(O)Cl)C1=O.O=C1c2ccccc2C(=O)c2ccccc21.O=C1c2ccccc2C(=O)c2ccccc21" de_lowest_kj_mol=1564.9 total_energy_ev=-97378.686 e_homo_ev=-9.19 multiplicity=1
C 2.443 -0.865 2.825
C 3.226 -2.036 1.938
C 2.096 -3.185 1.575
C 2.646 -4.347 0.529
C 3.251 -3.752 -0.874
C 2.142 -3.499 -2.057
C 0.832 -2.621 -1.602
C 1.170 -1.062 -1.177
C 1.897 -0.190 -2.362
C 1.154 1.302 -2.452
C 1.657 2.345 -1.281
C 0.443 2.702 -0.190
C 1.101 2.598 1.315
C 0.015 2.951 2.519
C 0.670 2.415 3.923
C -0.281 1.402 4.794
C -1.066 0.268 3.905
C -0.824 -1.268 4.464
C -1.627 -2.262 3.385
C -3.176 -2.348 3.925
C -4.320 -2.286 2.751
C -4.500 -3.541 1.919
C -5.640 -3.493 0.739
O -6.204 -4.629 0.261
C -6.135 -2.044 0.102
C -6.743 -2.093 -1.426
C -5.493 -1.597 -2.420
C -4.295 -2.711 -2.559
C -2.836 -1.913 -2.740
C -6.002 -0.806 0.926
P -6.614 0.861 0.216
O -7.496 1.628 1.538
Cl -5.015 2.165 -0.298
C -5.309 -1.000 2.433
O -5.520 -0.079 3.396
H 1.346 -0.678 2.413
H 3.036 0.159 2.723
H 2.425 -1.204 3.945
H 3.595 -1.472 0.953
H 4.152 -2.495 2.486
H 1.078 -2.750 1.187
H 1.840 -3.733 2.604
H 3.564 -4.862 1.092
H 1.854 -5.220 0.384
H 3.999 -4.583 -1.291
H 3.887 -2.775 -0.770
H 2.649 -2.999 -3.001
H 1.722 -4.556 -2.415
H 0.136 -2.543 -2.568
H 0.168 -3.186 -0.786
H 1.760 -0.949 -0.173
H 0.110 -0.546 -0.990
H 1.843 -0.702 -3.413
H 3.013 0.002 -2.015
H -0.012 1.179 -2.334
H 1.379 1.844 -3.491
H 2.654 2.003 -0.754
H 1.900 3.384 -1.807
H -0.492 1.999 -0.327
H 0.074 3.806 -0.378
H 2.006 3.371 1.384
H 1.494 1.502 1.499
H -1.048 2.529 2.270
H -0.111 4.133 2.619
H 1.718 1.943 3.669
H 0.887 3.369 4.598
H -1.113 2.008 5.379
H 0.337 0.801 5.620
H -0.734 0.245 2.758
H -2.224 0.489 3.974
H -1.349 -1.344 5.526
H 0.307 -1.559 4.575
H -1.523 -1.865 2.280
H -1.100 -3.305 3.476
H -3.285 -3.415 4.442
H -3.373 -1.482 4.715
H -3.833 -4.477 2.141
H -7.019 -3.175 -1.797
H -7.675 -1.363 -1.566
H -5.046 -0.622 -1.929
H -5.874 -1.309 -3.503
H -4.152 -3.405 -1.627
H -4.405 -3.428 -3.497
H -2.021 -2.781 -2.781
H -2.850 -1.300 -3.739
H -2.597 -1.239 -1.805
H -8.489 1.432 1.430
C 10.155 -3.196 0.755
C 11.335 -3.129 1.497
C 11.350 -2.470 2.727
C 10.184 -1.866 3.213
C 9.011 -1.912 2.461
C 8.994 -2.588 1.234
C 7.788 -1.235 2.940
O 6.757 -1.278 2.281
C 7.829 -0.500 4.219
C 6.694 0.195 4.658
C 6.720 0.882 5.873
C 7.874 0.870 6.657
C 9.008 0.184 6.220
C 8.988 -0.494 4.994
C 10.204 -1.187 4.524
O 11.220 -1.194 5.210
H 10.141 -3.717 -0.199
H 12.243 -3.591 1.118
H 12.273 -2.426 3.303
H 8.078 -2.640 0.647
H 5.788 0.206 4.053
H 5.839 1.425 6.209
H 7.892 1.399 7.607
H 9.906 0.183 6.835
C -6.274 3.049 -9.633
C -6.275 4.419 -9.895
C -6.053 5.329 -8.860
C -5.841 4.868 -7.555
C -5.864 3.499 -7.288
C -6.069 2.587 -8.332
C -5.691 3.004 -5.907
O -5.707 1.802 -5.673
C -5.506 3.978 -4.813
C -5.399 3.525 -3.492
C -5.211 4.439 -2.452
C -5.121 5.803 -2.730
C -5.233 6.257 -4.044
C -5.436 5.343 -5.087
C -5.590 5.837 -6.470
O -5.515 7.035 -6.714
H -6.437 2.340 -10.441
H -6.447 4.779 -10.907
H -6.051 6.396 -9.074
H -6.075 1.517 -8.133
H -5.465 2.462 -3.267
H -5.133 4.086 -1.426
H -4.967 6.514 -1.921
H -5.166 7.324 -4.253


10.
18
Properties=species:S:1:pos:R:3 method="wB97M-V/def2-TZVPD" gap_ev=9.1523 e_lumo_ha=0.0317 de_lowest_kj_mol=780.1 total_energy_ev=-10367.220 e_homo_ev=-8.29 multiplicity=1
C 1.190 1.934 1.243
C 0.926 0.526 0.575
C 1.623 -0.474 -0.004
C -1.068 -0.606 -0.150
C -2.293 -1.385 -0.067
H 0.982 1.903 2.245
H 2.364 2.042 1.439
H 0.954 2.691 0.359
H 2.966 -0.743 0.168
H 1.057 -1.509 -0.144
H -2.085 -2.108 0.996
H -2.159 -2.157 -0.936
H -3.321 -0.744 0.288
H -1.441 -0.267 -2.088
H 1.224 0.649 -1.650
N -0.436 -0.012 0.793
N -0.626 -0.520 -1.461
O 0.143 0.780 -1.606


11.
16
Properties=species:S:1:pos:R:3 method="wB97M-V/def2-TZVPD" gap_ev=9.3717 e_lumo_ha=-0.0225 smiles="Cc1noc(C)c1[N+](=O)[O-]" de_lowest_kj_mol=593.5 total_energy_ev=-14398.761 e_homo_ev=-9.99 multiplicity=1
C 2.354 -0.962 -0.078
C 0.971 -0.862 0.100
C -1.234 -0.141 -0.096
C -2.665 0.431 -0.125
C 0.164 0.341 -0.031
H 2.890 -0.629 0.803
H 2.761 -0.227 -0.802
H 2.648 -2.079 -0.156
H -2.690 1.456 -0.668
H -2.921 0.476 1.181
H -3.404 -0.452 -0.627
N 0.206 -1.947 0.190
N 0.591 1.664 0.011
O -1.137 -1.436 0.097
O 1.785 1.824 -0.067
O -0.318 2.543 0.267


12.
14
Properties=species:S:1:pos:R:3 method="wB97M-V/def2-TZVPD" gap_ev=9.7983 e_lumo_ha=0.0094 smiles="C/C(F)=[N+](/[O-])O.C=O" de_lowest_kj_mol=445.7 total_energy_ev=-13553.114 e_homo_ev=-9.54 multiplicity=1
C 1.553 -0.157 -0.079
C -0.756 1.896 0.174
C 0.264 -0.520 -0.676
N -0.677 -1.290 -0.233
O -1.854 -1.483 -0.576
O -0.475 -1.618 1.204
O 0.053 2.683 -0.178
F 0.020 -0.083 -1.998
H 2.469 -0.421 -0.746
H 1.658 -0.592 0.947
H 1.485 0.882 0.098
H -1.019 1.637 1.178
H -1.530 1.319 -0.448
H -1.191 -2.253 1.334